--- a ---
Density functional theory data (ωB97M-V/def2-TZVPD) for 2 unconnected molecules or ions with the total composition CHClNO2S.

Structure (ORCA input):
```
! RIJCOSX wB97M-V def2-TZVPD def2/J DEFGRID3
* xyz -1 1
C 1.33344 -1.82899 0.54515
N 1.07666 0.38682 1.80331
O 0.39314 -2.32118 0.96573
O 2.34130 -1.45774 0.14043
S 0.60257 1.30345 0.59400
Cl -0.16691 -0.17766 2.90748
H 0.57143 0.36742 -0.45863
*
```

The value obtained for the HOMO energy is -2.877 eV. For the frontier orbital gap, the calculation gives 6.59 eV.

=====

--- b ---
Density functional theory data (ωB97M-V/def2-TZVPD) for a molecular structure, CHClNO2S.

Structure (ORCA input):
```
! RIJCOSX wB97M-V def2-TZVPD def2/J DEFGRID3
* xyz -1 1
C 0.19804 -1.13963 -0.52334
N 0.01282 0.80105 -0.47003
O -0.56452 -1.45650 0.31318
O 0.84742 -1.36832 -1.47174
S -1.04293 1.39566 0.66884
Cl 1.66823 1.38193 -0.34822
H -1.11906 0.38580 1.83131
*
```

The value obtained for the HOMO energy is -3.936 eV. For the frontier orbital gap, the calculation gives 7.63 eV.

=====

Sorted by energy, starting with the most stable: b, a.

=====

--- a ---
Density functional theory data (ωB97M-V/def2-TZVPD) for 9 unconnected molecules or ions with the total composition C5H27NO8.

Structure (ORCA input):
```
! RIJCOSX wB97M-V def2-TZVPD def2/J DEFGRID3
* xyz 0 1
C -0.90142 1.55474 -1.86404
N -0.26646 0.67959 -1.23934
C -0.60991 0.23557 0.11423
C -1.62695 -0.91752 0.13647
C -1.99314 -1.31153 1.55903
C -2.78585 -0.25415 2.37670
H -0.76378 1.65653 -2.95070
H -1.59996 2.32009 -1.54069
H 0.34190 0.10282 0.64488
H -1.04876 1.05493 0.69113
H -1.16167 -1.82490 -0.32050
H -2.48248 -0.67892 -0.46763
H -1.03130 -1.36881 2.09070
H -2.51966 -2.24160 1.59894
H -3.76004 -0.53242 2.80211
H -2.20445 0.15059 3.20124
H -3.04866 0.49011 1.59854
O 2.52240 -2.06065 0.08653
H 2.04594 -2.55675 -0.58707
H 2.00727 -2.25159 0.88724
O 1.82841 3.13443 -0.47102
H 1.95816 2.43640 -1.13660
H 1.93036 3.92213 -1.01162
O 2.50756 -2.16081 2.71382
H 3.45850 -2.05372 2.74150
H 2.20169 -1.40533 3.24278
O 0.73506 -2.52879 -2.95325
H 0.42355 -2.88924 -3.79279
H -0.01975 -2.44819 -2.35702
O 2.53114 0.64385 -1.00609
H 3.06736 0.37179 -0.25787
H 2.24487 -0.21598 -1.36383
O 2.71903 0.98120 2.81167
H 2.42802 1.38063 1.98514
H 3.57726 0.55420 2.82633
O -2.17802 -1.48868 -3.78662
H -1.21498 -1.36822 -3.82143
H -2.25097 -1.33434 -2.84387
O -1.47758 4.35670 -0.23901
H -1.81217 4.24959 0.66904
H -1.77052 3.61627 -0.76704
*
```

The structure (SMILES) is C=NCCCC.O.O.O.O.O.O.O.O. The value obtained for the HOMO energy is -9.560 eV. For the frontier orbital gap, the calculation gives 9.85 eV.

=====

--- b ---
Density functional theory data (ωB97M-V/def2-TZVPD) for 8 unconnected molecules or ions with the total composition C5H27NO8.

Structure (ORCA input):
```
! RIJCOSX wB97M-V def2-TZVPD def2/J DEFGRID3
* xyz 0 1
C -1.34601 -1.85182 2.32021
O -1.14479 -2.88150 1.40829
C -0.51784 -2.46156 0.14976
C -1.55948 -1.98473 -0.85384
C -2.36552 -3.20745 -1.27087
N -1.01932 -1.44641 -2.03181
H -0.40151 -1.39662 2.61821
H -1.85125 -2.38025 3.12866
H -2.05186 -1.14464 1.88456
H 0.41485 -1.90943 0.26534
H -0.01958 -3.39997 -0.09360
H -2.26459 -1.24936 -0.46634
H -1.69539 -3.89653 -1.78486
H -3.20170 -2.89266 -1.89523
H -2.74317 -3.75257 -0.40581
H -0.06912 -1.12266 -1.92036
H -0.76870 -2.25488 -2.58287
C -0.85815 2.86737 -2.46134
O -2.18680 2.84145 -2.98119
H -0.28953 2.14199 -3.04322
H -0.33227 3.81940 -2.38931
H -0.99643 2.42725 -1.47378
H -2.54733 1.95802 -2.87548
O 0.84314 3.14864 2.56228
H 0.10698 3.74719 2.68889
H 1.53520 3.49715 3.12427
O 3.40308 -0.79999 -1.01785
H 3.61024 -0.99440 -0.10378
H 3.40751 0.15594 -1.06686
O 2.94132 -0.24411 1.66250
H 3.02641 -0.54667 2.56663
H 3.66419 0.37258 1.54678
O 3.13922 1.87386 -1.43829
H 2.38031 1.93202 -0.85785
H 3.82916 2.35368 -0.98005
O -2.19041 1.37149 2.28514
H -1.90084 1.32780 1.37384
H -1.50202 1.86378 2.73236
O 1.12167 1.44405 0.17848
H 0.72736 1.90312 0.92010
H 1.67306 0.77145 0.57825
*
```

The structure (SMILES) is COC[C@H](C)N.CO.O.O.O.O.O.O. The value obtained for the HOMO energy is -9.096 eV. For the frontier orbital gap, the calculation gives 8.64 eV.

=====

Sorted by energy, starting with the most stable: a, b.

=====

--- a ---
Density functional theory data (ωB97M-V/def2-TZVPD) for a molecular structure, C16H40B2MnO8S4.

Structure (ORCA input):
```
! RIJCOSX wB97M-V def2-TZVPD def2/J DEFGRID3
* xyz 0 6
Mn -0.15937 -0.01017 1.27149
B -1.95205 1.21364 1.31794
H -0.94064 1.83897 1.44167
H -2.88013 1.98187 1.35004
H -1.89359 0.61806 0.29722
H -2.05529 0.42798 2.20651
B 0.83216 -0.18735 3.26257
H 1.50992 0.26397 2.38603
H 1.49065 -0.37085 4.25122
H -0.08797 0.57225 3.48337
H 0.37414 -1.22084 2.86290
C -2.97311 -5.22048 1.31546
C -1.48953 -5.42054 1.02694
C -1.16989 -4.31464 0.01309
S -2.18313 -2.89002 0.42754
O -2.95168 -2.54010 -0.73196
O -1.40860 -1.89359 1.10720
C -3.12806 -3.76145 1.67122
H -3.48878 -5.87139 2.02305
H -3.54493 -5.42631 0.39835
H -1.28421 -6.40737 0.61779
H -0.89723 -5.30017 1.93666
H -1.52876 -4.67446 -0.95387
H -0.12066 -4.06545 -0.13092
H -4.12761 -3.38233 1.87213
H -2.56769 -3.50111 2.57681
C 2.92469 -0.28544 -1.83330
C 4.01730 -0.07841 -0.75675
C 3.87029 -1.15100 0.33520
S 2.42423 -2.12571 -0.10317
O 1.28896 -1.45915 0.46173
O 2.57262 -3.54041 0.08359
C 2.52487 -1.74770 -1.84446
H 3.21865 0.09038 -2.81388
H 2.05369 0.33356 -1.59499
H 3.99452 0.91503 -0.31583
H 4.97548 -0.20974 -1.26295
H 3.64106 -0.71413 1.30654
H 4.69955 -1.84885 0.42656
H 1.58705 -1.91269 -2.36760
H 3.36925 -2.37549 -2.13972
C 0.69344 5.15865 1.16909
C 0.79318 4.29040 2.42646
C 1.83851 3.21039 2.11959
S 1.75162 2.91878 0.34821
O 1.12098 1.63657 0.08503
O 3.02505 3.18785 -0.27021
C 0.55370 4.21647 0.00423
H 1.61061 5.74706 1.05782
H -0.12025 5.88051 1.23307
H -0.14967 3.77564 2.62098
H 1.09273 4.84710 3.31066
H 1.67128 2.24348 2.59179
H 2.85627 3.54916 2.31186
H -0.40375 3.68549 0.00957
H 0.71472 4.60248 -1.00066
C -1.71754 2.39931 -2.96995
C -2.86306 1.46651 -3.35869
C -2.67984 0.21883 -2.51219
S -0.91573 -0.07252 -2.53004
O -0.56303 -0.97389 -3.59503
O -0.42277 -0.37331 -1.21514
C -0.42483 1.59805 -3.00343
H -1.89558 2.81163 -1.96998
H -1.67190 3.30511 -3.57887
H -2.78390 1.23498 -4.42473
H -3.84934 1.89531 -3.18862
H -3.17961 -0.68564 -2.84672
H -2.89521 0.40026 -1.45621
H -0.00183 1.54259 -4.00306
H 0.27958 1.93443 -2.24623
*
```

The value obtained for the HOMO energy (spin up / spin down) is -8.404 / -9.249 eV. For the frontier orbital gap (spin up / spin down), the calculation gives 8.82 / 9.66 eV. Its expectation value of S² is 8.753.

=====

--- b ---
Density functional theory data (ωB97M-V/def2-TZVPD) for a molecular structure, C16H40B2MnO8S4.

Structure (ORCA input):
```
! RIJCOSX wB97M-V def2-TZVPD def2/J DEFGRID3
* xyz 0 6
Mn -1.19368 23.72126 -14.07693
B -3.30556 23.95569 -13.49531
H -2.68620 24.82348 -13.32928
H -2.82886 23.18326 -12.91191
H -4.33958 24.16182 -13.26602
H -3.32023 23.73535 -14.55148
B -0.05658 23.21399 -12.23729
H 0.93142 23.22534 -12.67083
H -0.69742 22.52217 -12.76163
H -0.02286 22.92540 -11.19815
H -0.47835 24.20707 -12.24918
C -5.18157 25.28885 -16.69946
C -4.76989 26.74967 -16.73690
C -3.29090 26.72664 -16.30222
S -2.50661 25.29094 -17.10327
O -1.72765 24.53711 -16.13403
O -1.86289 25.53632 -18.43653
C -4.12812 24.39060 -17.36432
H -6.20627 25.12336 -17.03217
H -5.22959 24.99252 -15.65161
H -5.39540 27.40275 -16.12834
H -4.89163 27.13873 -17.74780
H -3.20985 26.33557 -15.28802
H -2.72223 27.65435 -16.36598
H -4.03385 23.39909 -16.92147
H -4.27066 24.44942 -18.44336
C 0.04782 28.78616 -15.41671
C 0.57246 28.20287 -16.75159
C 0.89474 26.68794 -16.61034
S 0.91652 26.35869 -14.74759
O 2.21459 25.82917 -14.35591
O -0.26653 25.61441 -14.39862
C 0.80598 28.14355 -14.29373
H -0.99912 28.48280 -15.41442
H 0.03053 29.87559 -15.38610
H 1.33999 28.79016 -17.25566
H -0.23535 28.31380 -17.47494
H 1.96605 26.65626 -16.80883
H 0.40531 25.88428 -17.16052
H 1.81845 28.52751 -14.41854
H 0.60738 28.22576 -13.22513
C -3.41486 18.92362 -13.29912
C -1.88083 18.80024 -13.37227
C -1.29181 19.17278 -14.75640
S -2.32717 20.52338 -15.44786
O -2.85572 20.25953 -16.79223
O -1.68968 21.82307 -15.09137
C -3.70457 20.15954 -14.20965
H -3.87902 18.97947 -12.31447
H -3.88459 18.06701 -13.78250
H -1.56522 17.75857 -13.31372
H -1.41018 19.36597 -12.56820
H -1.38860 18.36214 -15.47860
H -0.27827 19.56820 -14.82341
H -4.63741 20.17750 -14.77318
H -3.65879 20.97124 -13.48360
C 2.52508 23.28584 -18.39762
C 3.57325 22.55590 -17.57910
C 3.12955 22.73752 -16.11955
S 1.33445 22.32381 -16.17684
O 0.49779 23.23964 -15.36230
O 1.00967 20.89950 -16.21465
C 1.21447 22.83122 -17.91627
H 2.67845 23.00101 -19.43851
H 2.71695 24.35857 -18.37432
H 4.50927 22.96504 -17.95932
H 3.52329 21.47982 -17.74543
H 3.26819 23.78500 -15.85188
H 3.54934 22.09867 -15.34252
H 0.30507 23.41195 -18.07063
H 0.94524 21.95982 -18.51316
*
```

The value obtained for the HOMO energy (spin up / spin down) is -7.727 / -8.942 eV. For the frontier orbital gap (spin up / spin down), the calculation gives 7.97 / 9.18 eV. Its expectation value of S² is 8.754.

=====

Sorted by energy, starting with the most stable: a, b.